Below is an isolated molecule of C4H3Cl2N3O2 at a distorted geometry, with properties calculated with wB97M-V/def2-TZVPD.

Geometry as XYZ:
```
14
Properties=species:S:1:pos:R:3:mulliken_charge:R:1
Cl 2.7194 -0.9891 1.1444 -0.141
H -3.0329 1.0264 0.7794 0.440
Cl 2.9156 1.1472 -0.8369 -0.174
O -0.1151 -2.0171 -0.8391 -0.682
N -1.0796 1.4943 0.6815 -0.919
C -1.9677 -0.6580 -0.0553 0.501
C 0.5855 0.0195 -0.1340 0.320
H 2.1094 -1.0698 -1.1435 0.358
H 0.8398 1.9366 0.5648 0.216
O -2.6929 -1.5501 -0.3142 -0.451
N 0.1579 1.2027 0.3945 0.401
N -0.3884 -0.8962 -0.3647 0.486
C 2.0082 -0.3038 -0.3677 0.006
C -2.0591 0.6573 0.4908 -0.361
```

Results
LUMO energy (alpha / beta), eV: -0.31 / -0.31
E_HOMO (alpha / beta), eV: -8.77 / -8.76
Spin multiplicity: 1
M, g mol⁻¹: 195.99
DFT total energy, eV: -37803.5259
Total charge: 0